The molecule C5H7NO. Source: the Open Molecules 2025 dataset; level of theory: wB97M-V/def2-TZVPD.

Last columns: bonded neighbours and bond lengths (Å).
Cartesian coordinates (Å):
1 N -2.23 0.77 -0.85  C2 1.261, H8 1.020
2 C -1.09 0.29 -0.58  N1 1.261, O3 1.366, C7 1.491
3 O -0.26 -0.30 -1.49  C2 1.366, C4 1.425
4 C 0.72 -1.05 -0.77  O3 1.425, C5 1.530, H9 1.094, H10 1.099
5 C 0.86 -0.44 0.62  C4 1.530, C6 1.506, C7 1.508, H11 1.086
6 C 0.81 1.03 0.96  C5 1.506, C7 1.507, H12 1.083, H13 1.097
7 C -0.47 0.25 0.78  C2 1.491, C5 1.508, C6 1.507, H14 1.081
8 H -2.44 0.61 -1.83  N1 1.020
9 H 1.57 -1.17 -1.45  C4 1.094
10 H 0.29 -2.03 -0.53  C4 1.099
11 H 1.28 -1.18 1.30  C5 1.086
12 H 1.15 1.76 0.24  C6 1.083
13 H 0.92 1.37 1.99  C6 1.097
14 H -1.13 0.10 1.62  C7 1.081

Values from the calculation:
E_LUMO: 0.035 Ha
energy above the lowest of the compared OMol25 structures with the same formula, charge and spin: 34.5 kcal/mol
SMILES: [H]/N=C1\OC[C@H]2C[C@@H]12
highest occupied orbital energy: -0.3608 Ha
total charge: 0
HOMO-LUMO gap: 10.8 eV